Molecular formula: C50H116N7O16
Method: DFT, the ωB97M-V functional and the def2-TZVPD basis

Last column: Löwdin charge in e.
Atoms and positions in Å:
C -3.75087 -8.46335 -1.60629  -0.01
C -2.95924 -9.64758 -1.21117  -0.53
O -2.27355 -9.67215 -0.16705  -0.02
N -2.84201 -10.66921 -2.08531  0.02
H -0.84523 -8.99282 0.82520  0.06
H -2.27814 -11.44545 -1.74920  0.15
C -3.70471 -10.89069 -3.25630  -0.05
H -3.71622 -7.70336 -0.83248  0.08
H -4.81525 -8.71911 -1.86322  0.10
H -3.31404 -8.08379 -2.57499  0.11
H -4.30504 -11.77919 -2.98815  0.10
H -3.08284 -11.20215 -4.09720  0.09
H -4.32912 -10.05429 -3.51300  0.07
C -0.37400 -2.98762 -2.26253  0.02
C 0.00686 -1.66214 -1.71804  -0.57
O 0.67605 -1.56025 -0.71877  0.03
N -0.42090 -0.63026 -2.46761  0.03
H 0.50268 -2.08328 0.94011  0.03
H -0.77915 -0.73416 -3.42455  0.08
C 0.09424 0.73665 -2.33675  -0.05
H -1.37558 -3.32367 -2.07472  0.07
H 0.38833 -3.68128 -1.77634  0.12
H -0.26716 -2.94092 -3.39077  0.09
H -0.71151 1.41966 -1.91992  0.07
H 0.23351 1.14112 -3.30660  0.06
H 1.01826 0.71385 -1.74207  0.09
C 1.76366 4.48406 -3.90609  -0.08
C 2.49499 5.39930 -4.97203  -0.22
C 3.44957 6.32957 -4.21859  -0.22
C 4.51981 5.44800 -3.63732  -0.17
N 5.70336 6.20089 -3.19723  -0.30
C 6.35363 6.88240 -4.31403  -0.12
C 7.82007 6.95778 -3.92681  -0.12
C 7.99674 6.25934 -2.56216  -0.13
C 6.77412 5.35425 -2.56994  -0.10
C 5.30048 7.14308 -2.11451  0.02
H 0.88354 4.00794 -4.33669  0.06
H 1.44127 5.15106 -3.13579  0.06
H 2.46278 3.67981 -3.45940  0.09
H 1.74897 6.05731 -5.43694  0.12
H 3.05503 4.91981 -5.76006  0.10
H 2.90510 6.97298 -3.42683  0.15
H 3.89003 7.07619 -4.92399  0.12
H 4.93199 4.77949 -4.45954  0.17
H 4.15085 4.87840 -2.76850  0.14
H 5.90649 7.90223 -4.44234  0.15
H 6.19027 6.34951 -5.25591  0.15
H 8.18008 7.97968 -3.93924  0.13
H 8.36165 6.37387 -4.68269  0.13
H 8.03319 6.90468 -1.70640  0.10
H 8.91574 5.66130 -2.59240  0.13
H 6.38657 5.01750 -1.61039  0.14
H 7.01843 4.47596 -3.13680  0.14
H 6.18399 7.58568 -1.59994  0.12
H 4.65354 6.68418 -1.37044  0.12
H 4.87620 8.05983 -2.56808  0.12
C -1.94276 1.12884 7.80950  -0.11
C -1.69435 2.36724 6.94648  -0.25
C -3.02887 3.20082 6.71054  -0.17
C -2.71747 4.41386 5.85379  -0.11
N -3.82394 5.46708 5.79707  -0.25
C -5.13772 4.90466 5.32169  -0.08
C -6.22196 5.96657 5.67229  -0.10
C -5.57083 6.75640 6.82635  -0.14
C -4.17570 6.15459 6.99298  -0.16
C -3.28872 6.50758 4.72669  0.06
H -1.09057 0.81183 8.32088  0.04
H -2.28040 0.29172 7.15337  0.09
H -2.69341 1.40896 8.64667  0.11
H -1.30336 2.03848 6.01537  0.09
H -0.93105 2.98231 7.45447  0.12
H -3.37082 3.40950 7.75716  0.12
H -3.77611 2.53836 6.25502  0.11
H -2.50428 4.12335 4.82831  0.13
H -1.85349 4.93401 6.18420  0.12
H -5.12513 4.75852 4.23411  0.14
H -5.26341 3.97540 5.84377  0.11
H -6.41090 6.63978 4.86177  0.10
H -7.18826 5.52846 5.97081  0.13
H -5.56501 7.80089 6.70177  0.09
H -6.06409 6.67726 7.83312  0.14
H -3.49837 7.00993 7.26627  0.16
H -4.18153 5.49119 7.84325  0.13
H -2.25504 6.67453 5.01799  0.11
H -3.98714 7.33827 4.83717  0.10
H -3.27846 6.15134 3.70336  0.06
C -4.42772 8.37416 1.91552  -0.15
O -5.00388 7.21682 1.40094  -0.20
C -4.59437 7.00675 -0.02552  -0.13
C -4.81946 5.53681 -0.40495  -0.07
N -3.77865 4.66957 0.30701  0.02
H -2.71926 5.11568 0.06361  0.10
H -3.80273 4.68200 1.30720  0.12
C -3.67515 3.25261 -0.14556  -0.11
C -3.04792 3.10488 -1.53369  -0.22
O -3.99917 3.16042 -2.55373  -0.19
C -3.68936 2.85190 -3.88535  -0.08
H -4.88725 8.58594 2.89017  0.09
H -4.61792 9.24017 1.23699  0.11
H -3.35305 8.29976 2.04420  0.08
H -3.55178 7.22897 -0.15020  0.11
H -5.25175 7.68902 -0.64660  0.15
H -4.78598 5.19368 -1.44936  0.13
H -5.78458 5.30243 -0.05350  0.11
H -4.66904 2.73055 -0.15270  0.15
H -3.07629 2.72185 0.53596  0.11
H -2.57054 2.09609 -1.47753  0.12
H -2.28802 3.86415 -1.62089  0.12
H -3.71194 1.79336 -4.03043  0.08
H -2.86943 3.41475 -4.30501  0.09
H -4.51266 3.26898 -4.49173  0.10
C -1.41028 -5.67072 2.38529  -0.10
O -0.29654 -5.68303 3.22259  -0.22
C -0.39058 -5.37685 4.57631  -0.22
C 0.06985 -6.60869 5.37954  -0.05
N 1.10996 -7.34329 4.54229  0.03
H 1.28211 -8.31510 4.87180  0.17
H 0.75968 -7.47369 3.51172  0.16
C 2.42398 -6.60523 4.40822  -0.10
C 3.20101 -6.81950 5.65902  -0.23
O 3.31125 -8.22082 5.73266  -0.18
C 3.61290 -8.63347 7.04293  -0.09
H -2.23105 -6.30327 2.75924  0.11
H -1.11553 -5.92037 1.39715  0.07
H -1.79024 -4.61569 2.19408  0.10
H -1.47073 -5.12673 4.76051  0.15
H 0.26264 -4.48723 4.75968  0.11
H -0.71041 -7.33304 5.49772  0.13
H 0.62463 -6.23784 6.27708  0.14
H 2.21139 -5.53414 4.26331  0.14
H 2.97210 -6.96254 3.58235  0.12
H 2.65842 -6.48695 6.54338  0.11
H 4.15605 -6.22583 5.71348  0.16
H 4.24733 -7.88680 7.56473  0.10
H 4.24493 -9.51600 6.95977  0.10
H 2.74309 -8.89233 7.62592  0.09
C 5.82275 -1.60304 -4.43188  -0.10
O 4.81496 -1.55859 -5.43476  -0.18
C 3.57953 -1.16715 -4.90062  -0.24
C 2.44668 -2.19056 -4.82678  -0.18
N 1.89265 -2.70496 -6.10331  -0.07
H 0.20530 -2.37584 -6.73514  0.06
H 2.02935 -1.94499 -6.78335  0.12
C 2.55526 -3.92899 -6.68902  -0.13
C 2.01233 -5.23533 -6.09323  -0.23
O 2.26841 -5.45630 -4.74119  -0.20
C 3.54219 -5.97991 -4.38160  -0.08
H 6.79485 -1.94076 -4.88222  0.11
H 5.41564 -2.20312 -3.60627  0.09
H 6.07049 -0.58621 -4.02297  0.09
H 3.10692 -0.47489 -5.60457  0.12
H 3.63012 -0.59219 -3.97564  0.12
H 1.63040 -1.61970 -4.42933  0.08
H 2.70894 -3.02051 -4.16293  0.12
H 3.59467 -3.82678 -6.39133  0.10
H 2.31989 -3.82777 -7.73964  0.12
H 2.34285 -6.08939 -6.68310  0.12
H 0.93237 -5.22059 -6.18210  0.12
H 4.29707 -5.31556 -4.88439  0.10
H 3.76072 -6.96942 -4.74318  0.08
H 3.55546 -5.99094 -3.34102  0.07
C -0.89219 -0.86194 2.27198  0.01
C -0.25651 -2.18235 2.60197  -0.53
O 0.49926 -2.74158 1.63874  0.12
O -0.48571 -2.71023 3.69571  0.04
H -0.64801 -0.14759 3.07118  0.09
H -1.95640 -1.00208 2.19449  0.09
H -0.47372 -0.37242 1.36896  0.08
C -2.73646 -1.83531 -5.76091  0.03
C -1.29668 -1.54224 -5.89980  -0.58
O -0.73803 -2.19871 -6.90837  0.11
O -0.68362 -0.79023 -5.18222  0.05
H -2.78321 -2.16645 -4.72116  0.09
H -3.08040 -2.64999 -6.37667  0.09
H -3.40847 -0.96379 -5.76057  0.10
C 1.32319 -10.39349 0.65101  0.02
C 0.95664 -9.24048 1.56045  -0.48
O 1.72404 -8.86228 2.44856  0.04
O -0.22987 -8.57361 1.46155  0.09
H 1.36298 -11.39898 1.15019  0.12
H 2.32455 -10.22581 0.20977  0.10
H 0.67326 -10.43632 -0.20199  0.06
C 0.62299 5.71401 1.51827  -0.02
C -0.92289 5.53601 1.39058  -0.65
O -1.36526 5.48925 0.19267  -0.07
O -1.63523 5.44539 2.42673  -0.06
H 0.81715 6.56103 2.23729  0.09
H 1.01504 5.95604 0.48762  0.07
H 1.05135 4.78321 1.96043  0.08

Cartesian forces, eV/Å:
C -1.06 0.43 -1.57
C 1.83 -0.81 0.73
O -0.48 0.24 -0.50
N -0.56 0.62 -0.09
H -0.26 -0.07 -0.16
H -0.24 0.26 -0.15
C 0.63 -1.86 0.79
H 0.01 -0.05 -0.05
H 0.93 0.24 0.46
H -0.37 -0.13 1.02
H -0.24 0.54 -0.47
H -0.09 0.33 -0.09
H -0.03 0.25 0.05
C 1.79 -1.31 -1.02
C -1.41 0.23 -1.75
O 0.96 0.87 1.57
N 0.25 1.49 -0.46
H 0.48 -0.02 -1.39
H 0.08 -0.79 0.58
C -1.30 -0.06 1.61
H -0.51 0.02 0.45
H -1.21 0.46 -1.01
H 0.11 -0.40 1.25
H 1.20 -0.78 0.14
H 0.59 0.15 -1.08
H -0.42 0.34 -0.12
C 1.70 -0.89 -1.19
C -1.17 0.72 1.46
C -0.54 1.38 0.10
C 0.46 -1.00 -0.64
N -0.20 -0.30 1.48
C 0.08 2.07 -0.74
C 0.81 -0.13 -0.43
C 0.09 -0.72 -0.86
C 0.31 -0.16 0.82
C 0.65 2.41 0.13
H 0.15 -0.15 0.03
H -0.29 0.25 0.74
H -1.22 1.20 -0.74
H 0.03 -0.40 -0.06
H -0.07 -0.57 -0.17
H 0.74 -1.25 -1.10
H -0.28 -0.63 0.41
H -0.75 0.38 1.13
H 0.25 0.03 -0.51
H 0.32 -0.98 0.13
H -0.04 -0.14 0.37
H 0.19 0.03 -0.02
H 0.18 0.39 0.25
H 0.10 0.41 0.25
H -0.28 0.17 0.26
H 0.16 0.07 0.12
H -0.40 -0.37 -0.75
H -0.48 -0.82 -0.37
H -0.05 -0.14 -0.30
H -0.41 -0.83 0.20
C -2.68 0.69 -0.04
C -0.87 0.61 0.93
C 1.19 -0.93 1.21
C -1.32 -0.37 0.36
N 1.05 -0.17 -3.83
C -0.84 0.73 -0.83
C 0.36 -0.48 1.12
C -0.66 -1.36 1.61
C 0.40 2.57 2.54
C -0.93 -0.47 1.44
H 1.57 -0.49 0.63
H -0.17 0.54 0.85
H 0.89 -0.82 -1.44
H 0.51 -0.06 -1.00
H -0.40 0.09 -0.37
H 0.04 0.30 -0.98
H 0.20 0.17 0.02
H -0.20 0.02 -0.19
H 0.78 0.46 0.59
H 0.35 -0.27 0.37
H -0.32 -0.37 0.16
H -0.06 0.16 -0.68
H 0.54 -0.04 -0.22
H 0.23 1.31 -0.74
H 0.08 -0.34 -1.06
H -0.03 -1.14 -0.53
H 0.15 -0.51 0.04
H -0.18 0.56 0.04
H 0.57 0.26 -0.11
H -0.21 -0.58 0.09
C -0.29 1.39 -0.18
O 0.51 -1.55 -2.06
C -1.58 0.25 0.45
C 1.08 -0.33 0.96
N 0.41 0.22 -2.10
H -0.27 -0.14 1.14
H -0.28 0.50 0.74
C -2.09 0.19 -1.40
C 0.24 -1.35 0.46
O -0.95 0.77 0.83
C -1.21 1.14 -0.52
H 0.04 -0.06 -0.30
H 0.05 -0.38 0.52
H 0.40 -0.20 0.02
H 0.58 0.51 0.04
H 0.88 -0.77 0.51
H 0.22 0.88 0.14
H -1.24 -0.68 0.55
H 0.65 0.67 0.04
H 0.95 -0.40 1.04
H -0.10 0.58 -0.41
H 0.61 0.30 -0.36
H 0.65 -0.77 -0.27
H 1.02 -0.32 0.25
H -0.05 -0.37 0.41
C -1.43 2.03 0.29
O 1.10 -0.54 -1.04
C -0.90 0.63 -0.03
C 1.74 0.58 -0.69
N -0.41 0.02 -1.93
H 0.15 0.89 -0.07
H 0.49 0.28 2.06
C -1.03 1.32 1.01
C 0.23 0.14 0.56
O 0.45 0.32 0.17
C 1.68 -0.36 0.36
H 0.23 0.11 -0.21
H 0.51 -0.98 -0.65
H 0.17 -0.91 0.83
H 1.08 -0.03 0.56
H -0.79 -0.77 0.11
H -0.44 -0.18 0.70
H -1.05 -0.79 -0.32
H -0.10 -0.46 -0.11
H 0.31 -0.67 -1.06
H -0.30 0.27 0.11
H -0.49 -0.88 -0.45
H -0.53 -0.25 -0.15
H -0.14 -0.17 0.04
H -0.49 0.16 0.20
C 0.60 0.57 -0.04
O 0.40 0.06 0.34
C -1.43 0.46 -1.41
C 0.39 -0.87 0.18
N 0.54 0.10 -0.45
H 0.85 0.08 0.52
H 0.17 -0.37 0.22
C -0.40 0.94 1.89
C -0.35 0.13 -0.83
O -0.14 -0.21 0.91
C 0.25 1.59 -2.79
H -1.20 -0.24 0.47
H 0.78 -0.18 -0.04
H -0.49 -0.53 -0.31
H 0.51 0.58 -0.29
H 0.36 -0.28 0.34
H -0.45 0.24 0.81
H -0.34 -0.05 -0.15
H 0.52 -0.23 -0.87
H 0.54 -0.58 -0.37
H 0.29 -0.08 -0.25
H -0.35 0.06 -0.02
H -0.10 -0.51 1.04
H -0.38 -0.70 -0.37
H 0.40 0.25 1.73
C 1.17 1.18 -0.32
C -0.40 -1.16 1.77
O -0.75 0.11 1.92
O 0.74 0.83 -2.25
H -0.38 -0.40 0.06
H -0.40 0.08 -0.03
H -0.43 -0.55 0.17
C -0.78 0.10 1.25
C 0.06 -0.14 -1.64
O -0.94 -0.27 -0.01
O 0.49 0.46 0.54
H -0.28 -0.25 0.15
H -0.08 0.06 -0.37
H 0.47 -0.18 -0.43
C 0.44 -0.31 -0.28
C 0.44 0.69 1.58
O -0.96 -0.47 -1.34
O 1.20 -1.09 -0.27
H -0.23 1.18 -0.16
H -0.35 0.11 0.61
H -0.63 -0.22 -0.28
C -0.59 0.53 -0.01
C 0.11 0.00 0.68
O -0.01 -0.04 -0.18
O 0.57 -0.07 -0.94
H -0.09 -0.88 -0.79
H -0.16 -0.40 1.30
H -0.19 0.72 -0.50

Results
Lowest unoccupied orbital energy   -4.7 eV
E_tot   -3560.94521 hartree
Spin multiplicity   1
Frontier orbital gap   0.314 Eh
Total charge   +3



Molecular formula: C3H5N3
Method: DFT, the ωB97M-V functional and the def2-TZVPD basis

Last column: Löwdin charge in e.
Atoms and positions in Å:
C 0.25782 0.28928 0.32694  -0.30
C 1.57087 0.70309 -0.03914  -0.15
C 1.33186 -0.74862 0.12960  -0.07
N -3.05408 -0.26637 0.25491  0.05
N -0.92067 0.51622 0.00518  0.08
N -1.98641 -0.06362 -0.31879  -0.15
H 1.46908 1.28108 -1.00009  0.13
H 2.27796 1.26281 0.64205  0.12
H 1.65138 -1.14478 1.19997  0.15
H 1.15499 -1.27330 -0.76186  0.08
H -3.75281 -0.55580 -0.43876  0.05

Cartesian forces, eV/Å:
C 0.23 -1.94 0.06
C 1.38 4.44 -0.15
C -0.83 -0.19 3.45
N -0.08 0.64 1.83
N -0.93 1.82 1.58
N -0.22 -1.20 -3.12
H 0.79 -1.22 0.51
H -0.96 -0.87 -0.57
H -0.25 0.25 -2.91
H 0.31 -1.53 -0.60
H 0.57 -0.19 -0.07

Results
Lowest unoccupied orbital energy   1.0 eV
E_tot   -281.38876 hartree
Spin multiplicity   1
Energy relative to the best compared isomer or geometry (same formula, charge and spin)   5.477 eV
SMILES   [H]/N=N/N=C1CC1
Frontier orbital gap   0.348 Eh
Total charge   0



Molecular formula: F2KNO4S2
Method: DFT, the ωB97M-V functional and the def2-TZVPD basis

Last column: Löwdin charge in e.
Atoms and positions in Å:
K -0.91029 -2.82833 -0.83151  0.97
N -0.13515 -0.50417 0.62601  -0.21
S 1.16995 -0.10054 0.13198  0.47
O 1.70217 1.22614 0.23284  -0.11
O 1.53916 -0.90127 -1.07939  -0.12
F 2.00039 -0.80930 1.29952  -0.12
S -0.96167 0.79229 0.05471  0.67
O -0.82135 1.09875 -1.39410  -0.21
O -1.17056 1.95144 0.99470  -0.16
F -2.41269 0.07501 -0.03475  -0.18

Cartesian forces, eV/Å:
K -0.16 -0.27 -0.20
N -6.00 0.10 0.87
S 13.08 -0.76 -0.17
O -1.54 -0.79 -0.95
O -1.40 1.29 1.63
F -0.49 -0.05 -1.23
S -7.73 6.68 -2.04
O 1.21 -1.34 3.79
O 1.58 -4.78 -2.61
F 1.43 -0.07 0.91

Results
Lowest unoccupied orbital energy (spin up / spin down)   -4.6 / -10.3 eV
E_tot   -1951.34347 hartree
Spin multiplicity   2
Energy relative to the best compared isomer or geometry (same formula, charge and spin)   0.498 eV
Frontier orbital gap (spin up / spin down)   0.439 / 0.213 Eh
Total charge   +1